*one*
This record from the OMol25 dataset describes a 4-piece molecular cluster, C4H17NO3 overall. The level of theory is ωB97M-V/def2-TZVPD.

Atoms and positions in Å:
C 0.75999 0.42441 -0.86820
C -0.70945 0.48502 -1.26807
C -1.41400 -0.85763 -1.45902
C -0.65868 -1.75100 -2.45982
N -2.78782 -0.57473 -2.01608
H 1.30869 -0.48015 -1.05385
H 1.38606 1.23511 -1.22706
H 0.71849 0.46276 0.23225
H -1.07178 1.30546 -1.87623
H -1.21562 0.93474 -0.37458
H -1.57058 -1.35072 -0.50022
H 0.30524 -1.30752 -2.76341
H -0.54872 -2.79155 -2.18232
H -1.14216 -1.74520 -3.43802
H -3.41807 -1.32153 -1.75936
H -2.66990 -0.53870 -3.01600
O 1.08157 2.59631 2.71230
H 0.35318 2.28640 3.28978
H 0.72728 3.00676 1.91862
O 0.22642 -1.34784 3.80992
H 0.73872 -0.55193 3.83578
H 0.01309 -1.40725 2.87398
O 3.14198 0.73822 2.58338
H 3.78896 1.11824 1.95156
H 2.65709 1.43232 3.05467

## Properties
gap between HOMO and LUMO = 9.61 eV
SMILES = CC[C@H](C)N.O.O.O



*two*
This record from the OMol25 dataset describes a 4-piece molecular cluster, C4H17NO3 overall. The level of theory is ωB97M-V/def2-TZVPD.

Atoms and positions in Å:
C 0.25105 0.96299 1.49610
C -1.05110 0.60235 0.81054
C -1.16589 1.08368 -0.64199
C -2.04660 0.04712 -1.53394
N 0.22395 1.20993 -1.16401
H 0.95528 0.16439 1.35745
H 0.69862 1.94050 1.33001
H 0.09671 1.25942 2.54824
H -1.93051 0.91456 1.50734
H -1.25202 -0.48692 0.87830
H -1.58922 2.11624 -0.66632
H -2.30353 0.18739 -2.58370
H -1.46827 -0.88281 -1.52741
H -2.97942 -0.05957 -0.94700
H 0.20374 1.64084 -2.07611
H 0.65986 0.29695 -1.16051
O 1.87790 -3.35470 -1.22240
H 1.15526 -3.67242 -0.68324
H 1.57783 -3.18788 -2.11582
O 0.30307 -3.02745 1.03087
H -0.55338 -3.20797 1.41203
H 1.03204 -2.73023 1.57276
O 2.56165 2.45690 1.06770
H 2.04687 2.29098 0.25586
H 2.69614 3.43570 1.05525

## Properties
gap between HOMO and LUMO = 9.83 eV
SMILES = CC[C@H](C)N.O.O.O



Energy comparison, zero being the most stable, in kcal/mol: *one* 0.0; *two* 4.4.



*one*
This record from the OMol25 dataset describes a 8-piece molecular cluster, C31H83N7O13 overall. The level of theory is ωB97M-V/def2-TZVPD.

Atoms and positions in Å:
C -15.08850 -4.81446 12.39536
O -14.14481 -5.78250 12.80778
C -12.79792 -5.47505 12.62479
C -11.96068 -6.56697 13.28671
N -12.33744 -7.87511 12.72446
C -11.69479 -8.96019 13.44076
C -12.40374 -10.27483 13.20400
O -13.80096 -10.17545 13.37000
C -14.61547 -10.75982 12.38292
H -15.11907 -4.02148 13.15054
H -16.05435 -5.31176 12.42520
H -14.84905 -4.38856 11.41970
H -12.49761 -4.55098 13.13602
H -12.58221 -5.46944 11.54967
H -12.20934 -6.51029 14.35879
H -10.87601 -6.45590 13.26582
H -13.34638 -7.90524 12.83751
H -11.69886 -8.77578 14.52654
H -10.67776 -9.00651 13.04351
H -12.09458 -11.09313 13.85907
H -12.00498 -10.57911 12.23009
H -14.45309 -11.85021 12.38106
H -14.31712 -10.45404 11.37622
H -15.67954 -10.66706 12.57958
C -5.17586 -16.86593 12.61847
O -5.19723 -15.47641 12.74223
C -6.52061 -14.90791 12.83486
C -6.50093 -13.42517 13.09424
N -5.39802 -12.78548 12.41162
C -5.12564 -11.36463 12.66766
C -3.84344 -10.91091 12.00838
O -2.63598 -11.32955 12.62852
C -2.28981 -12.69798 12.54654
H -5.88797 -17.42415 13.23836
H -4.23103 -17.27916 12.98532
H -5.27634 -17.20431 11.58237
H -7.10138 -15.46021 13.57885
H -6.97642 -15.16709 11.87295
H -6.49012 -13.10839 14.14578
H -7.44220 -13.08675 12.64240
H -4.55135 -13.32404 12.49572
H -5.17218 -11.16273 13.74645
H -5.99638 -10.86405 12.22953
H -3.80044 -9.83300 12.18006
H -3.80957 -11.09615 10.93187
H -2.61901 -13.23603 13.43964
H -1.21195 -12.78966 12.40836
H -2.75970 -13.10267 11.64050
C -7.21481 -13.25469 5.99710
O -6.35142 -12.42868 6.73875
C -6.63018 -12.46895 8.12746
C -6.69210 -13.84524 8.76636
N -5.55374 -14.75064 8.44718
C -4.52066 -14.55414 9.43991
C -3.42102 -15.62838 9.46399
O -3.83653 -16.91936 9.05759
C -2.76129 -17.85745 8.97044
H -7.08887 -12.92172 4.97030
H -8.26632 -13.11545 6.30439
H -7.09709 -14.32902 6.17040
H -7.57863 -11.94254 8.31116
H -5.93670 -11.81804 8.66409
H -7.49816 -14.45180 8.34310
H -6.85527 -13.76146 9.84520
H -5.93811 -15.68546 8.44943
H -4.85500 -14.50558 10.48065
H -3.98662 -13.63708 9.18095
H -2.84862 -15.61225 10.39855
H -2.67474 -15.33676 8.70972
H -3.03818 -18.69001 8.33296
H -2.67724 -18.18706 10.01161
H -1.80494 -17.42180 8.67572
C -16.02476 -15.65296 10.74577
O -16.23692 -14.31729 10.29474
C -15.57990 -14.13549 9.05004
C -14.10742 -13.68540 9.16406
N -13.61302 -13.29292 7.81794
C -12.15684 -13.13595 7.75756
C -11.60940 -12.20510 8.83136
O -11.37478 -12.96174 10.02240
C -10.43855 -12.43446 10.95277
H -16.54962 -15.69039 11.70167
H -14.99125 -15.94073 10.94855
H -16.47029 -16.37902 10.06262
H -15.98038 -13.24451 8.54905
H -15.86611 -14.96388 8.39580
H -13.45316 -14.53202 9.40980
H -14.03348 -12.80002 9.78510
H -13.77578 -14.06956 7.18345
H -11.92874 -12.85472 6.73123
H -11.73220 -14.14000 7.92196
H -12.34109 -11.43876 9.10668
H -10.68349 -11.69921 8.54240
H -10.47194 -13.01917 11.86368
H -10.62020 -11.36159 11.05518
H -9.45446 -12.43663 10.46570
C -17.97725 -16.37824 16.65590
O -18.63842 -15.44420 15.85394
C -17.74964 -14.55851 15.19215
C -18.42891 -13.92384 13.99643
N -19.33555 -12.84449 14.37533
C -19.43735 -11.80813 13.36833
C -20.55842 -10.82738 13.68745
O -20.54066 -10.45162 15.07512
C -19.50583 -9.53884 15.38965
H -17.16606 -16.87598 16.11058
H -18.65780 -17.08064 17.13160
H -17.48919 -15.84764 17.49254
H -16.83964 -15.05378 14.83851
H -17.49100 -13.79524 15.93424
H -18.98273 -14.69667 13.45749
H -17.69704 -13.53404 13.27816
H -19.17049 -12.37567 15.25458
H -19.86386 -12.17474 12.43134
H -18.51318 -11.23531 13.22679
H -21.53401 -11.25948 13.47849
H -20.38699 -9.90914 13.11432
H -19.50164 -8.68402 14.70427
H -18.54173 -10.03035 15.21279
H -19.57389 -9.19933 16.41719
N -10.12770 -15.48318 9.65629
C -9.80184 -16.37688 10.64665
N -10.77096 -16.43197 11.63028
O -8.89518 -17.19032 10.55508
H -10.85728 -14.79752 9.80519
H -9.61064 -15.51955 8.79821
H -10.74540 -17.25597 12.20515
H -11.64450 -15.97370 11.46214
O -18.70443 -13.20479 10.53000
H -17.82672 -13.53209 10.23848
H -19.33941 -13.64838 9.95804
O -12.48564 -13.48202 4.55152
H -11.87266 -14.22532 4.51565
H -12.30645 -12.98262 3.74715

## Properties
gap between HOMO and LUMO = 8.38 eV
SMILES = COCCNCCOC.COCCNCCOC.COCCNCCOC.COCCNCCOC.COCCNCCOC.NC(N)=O.O.O



*two*
This record from the OMol25 dataset describes a 8-piece molecular cluster, C31H83N7O13 overall. The level of theory is ωB97M-V/def2-TZVPD.

Atoms and positions in Å:
C -4.04237 2.05833 3.67276
O -3.79476 1.19976 2.60543
C -2.94256 0.09867 2.93593
C -3.53603 -1.14825 2.33047
N -3.45721 -1.11355 0.88435
C -4.21721 -2.07908 0.14260
C -5.70468 -1.79963 -0.01308
O -6.51794 -1.93416 1.12825
C -6.43026 -3.18613 1.74765
H -3.15629 2.58484 4.05327
H -4.45665 1.48116 4.51382
H -4.79549 2.81085 3.43981
H -2.69156 -0.03095 3.99240
H -2.00724 0.40624 2.45938
H -4.57035 -1.23879 2.69038
H -2.93825 -1.96788 2.75133
H -3.56194 -0.15855 0.56794
H -4.07187 -3.07617 0.58016
H -3.72938 -2.22238 -0.82880
H -6.13419 -2.35212 -0.86772
H -5.78290 -0.76043 -0.35725
H -5.44251 -3.42492 2.15063
H -6.74346 -3.98948 1.06600
H -7.12766 -3.19613 2.58559
C -1.59087 -6.87111 -1.91821
O -1.46999 -5.68650 -2.67353
C -2.08411 -4.60523 -2.04302
C -1.76127 -3.33437 -2.83552
N -0.34739 -3.03747 -2.95807
C 0.15411 -2.29189 -1.81224
C 1.60905 -1.85297 -1.98818
O 1.73306 -0.46015 -1.83218
C 1.21983 0.26704 -2.91887
H -0.96402 -7.61862 -2.40469
H -2.62260 -7.24225 -1.95279
H -1.23505 -6.72697 -0.89426
H -1.80393 -4.47610 -0.99099
H -3.17935 -4.68391 -2.15430
H -2.33406 -2.49285 -2.40725
H -2.21677 -3.47126 -3.82129
H -0.12233 -2.63646 -3.85650
H 0.06345 -3.01014 -0.99054
H -0.43925 -1.40852 -1.53132
H 2.00576 -2.12857 -2.97857
H 2.27691 -2.39558 -1.31760
H 1.52080 1.30817 -2.78303
H 0.12643 0.24620 -2.97191
H 1.70194 -0.06069 -3.84865
C -2.09674 -4.25259 3.57621
O -1.18154 -3.70032 2.63795
C -0.09448 -3.14443 3.31075
C 0.82609 -2.37639 2.39155
N 0.49294 -0.93164 2.35252
C 1.41526 -0.17574 1.49740
C 1.22071 1.30582 1.68913
O -0.11463 1.71225 1.59336
C -0.48121 2.18502 0.32040
H -2.57521 -3.39806 4.08346
H -1.59614 -4.90533 4.28908
H -2.95145 -4.67265 3.04766
H 0.55736 -3.91245 3.78163
H -0.37302 -2.54531 4.18924
H 0.71849 -2.70607 1.34701
H 1.87899 -2.37497 2.67140
H -0.46672 -0.75167 2.08547
H 1.25747 -0.44717 0.44418
H 2.42774 -0.52460 1.71698
H 1.86751 1.84774 0.98211
H 1.66584 1.62063 2.63958
H -0.32656 1.47303 -0.49434
H -0.10250 3.19023 0.08974
H -1.55641 2.40863 0.31736
C -1.53552 2.77630 -3.59292
O -1.85202 3.64146 -2.50730
C -3.23278 3.81027 -2.39882
C -3.56980 4.90007 -1.42409
N -3.27103 4.59302 -0.03716
C -3.90568 5.56279 0.87833
C -3.18221 5.44628 2.20967
O -1.79543 5.67332 1.92545
C -0.98927 5.28947 3.01347
H -1.74137 3.30734 -4.52777
H -2.10568 1.84940 -3.49290
H -0.46733 2.57456 -3.56504
H -3.77451 2.86335 -2.18376
H -3.72544 3.97836 -3.37739
H -4.61197 5.20485 -1.52334
H -2.94710 5.75903 -1.73826
H -2.27739 4.69418 0.13615
H -4.96118 5.30530 0.94743
H -3.73679 6.58676 0.51526
H -3.31765 4.48777 2.71333
H -3.45959 6.24060 2.91517
H 0.05456 5.44835 2.73829
H -1.11122 4.22514 3.23530
H -1.17734 5.91642 3.89229
C 4.73593 2.01382 0.02827
O 4.29344 3.28855 -0.39625
C 4.30823 3.46004 -1.79673
C 5.69488 3.85477 -2.31082
N 5.64643 4.03704 -3.74700
C 6.92892 4.28353 -4.42570
C 7.93777 3.20926 -4.13609
O 7.54959 1.98545 -4.69284
C 8.58584 1.05130 -4.68712
H 3.93527 1.27240 0.06616
H 5.14436 2.15420 1.03035
H 5.56546 1.69107 -0.60598
H 3.63232 4.29972 -2.00275
H 3.88529 2.58749 -2.30570
H 6.35843 3.05391 -1.97529
H 5.99580 4.72690 -1.70730
H 5.00566 4.81154 -3.88141
H 7.38655 5.26174 -4.21339
H 6.65125 4.29290 -5.48147
H 8.19007 3.12302 -3.06948
H 8.89500 3.56850 -4.55954
H 9.53333 1.43764 -5.07331
H 8.25683 0.15745 -5.21288
H 8.78376 0.69933 -3.65807
N 5.65882 -5.95533 2.26920
C 4.70123 -4.96759 2.12732
N 3.67800 -5.04752 3.05060
O 4.68492 -4.16048 1.23321
H 6.59314 -5.76641 1.96114
H 5.52651 -6.65451 2.97877
H 2.96300 -4.35869 2.91554
H 3.65193 -5.70294 3.80833
O -0.00818 1.15100 4.70696
H 0.43360 0.36173 4.36585
H -0.29313 1.60652 3.90659
O -3.80066 -5.97979 0.88601
H -3.04512 -6.57066 0.95347
H -3.75004 -5.62630 -0.00765

## Properties
gap between HOMO and LUMO = 8.75 eV
SMILES = COCCNCCOC.COCCNCCOC.COCCNCCOC.COCCNCCOC.COCCNCCOC.NC(N)=O.O.O



Energy comparison, zero being the most stable, in kcal/mol: *one* 31.4; *two* 0.0.



*one*
This record from the OMol25 dataset describes a 2-piece molecular cluster, C4H7IN2 overall. The level of theory is ωB97M-V/def2-TZVPD.

Atoms and positions in Å:
C -0.88362 2.19031 -0.66489
C 1.46884 -1.14340 0.02859
C -1.00849 -1.07517 0.25421
C 0.32690 -0.43778 0.38445
N -0.90774 2.84850 0.33629
N 1.51037 -2.31790 -0.41004
I 3.31641 0.12014 0.26443
H -1.21961 2.07085 -1.67306
H -1.80177 -0.33394 0.31548
H -1.07797 -1.62342 -0.68280
H -1.15379 -1.80508 1.05460
H 0.40893 0.52967 0.84640
H -1.36980 3.72195 0.59377
H 2.39134 -2.74472 -0.64744

## Properties
gap between HOMO and LUMO (spin up / spin down) = 6.70 / 9.03 eV



*two*
This record from the OMol25 dataset describes one molecule with the formula C4H7IN2. The level of theory is ωB97M-V/def2-TZVPD.

Atoms and positions in Å:
N -2.52445 -0.23432 0.94135
N -1.87018 0.82487 0.48051
C -0.78251 0.90034 -0.24109
C 0.03754 -0.15826 -0.86929
C 1.29224 -0.22167 -1.32931
C 2.36616 0.89828 -1.23162
I 4.29906 -0.00494 -1.21118
H -2.42270 -1.23145 0.84505
H -3.50879 0.01638 1.07711
H -0.59232 2.03342 -0.32947
H -0.32438 -1.11574 -1.08098
H 1.76006 -1.09754 -1.60794
H 2.30384 1.64538 -0.37228
H 2.21962 1.54185 -2.06930

## Properties
gap between HOMO and LUMO = 8.84 eV
SMILES = N/N=C\C=C/CI



*three*
This record from the OMol25 dataset describes one molecule with the formula C4H7IN2. The level of theory is ωB97M-V/def2-TZVPD.

Atoms and positions in Å:
C -0.55919 -0.70614 -0.47246
C 0.64019 -0.05269 0.31881
C 0.15803 1.32268 0.77110
N 0.85548 2.29758 -0.02510
N 1.71663 1.75486 -0.69273
C 1.78040 0.36332 -0.58069
I 3.70331 -0.18445 0.04438
H -0.81589 0.19062 -0.95930
H -1.43908 -0.90293 0.13612
H -0.29897 -1.59461 -1.14390
H 1.11628 -0.47649 1.14771
H -0.85545 1.38135 0.65956
H 0.39365 1.57922 1.89664
H 1.68684 -0.22033 -1.51432

## Properties
gap between HOMO and LUMO = 9.77 eV
SMILES = C[C@@H]1CN=N[C@H]1I



Energy comparison, zero being the most stable, in kcal/mol: *one* 52.4; *two* 17.4; *three* 0.0.